[1]
Entry from the Open Molecules 2025 dataset: the molecule C25H36N4O4S (ωB97M-V/def2-TZVPD).

Geometry (Å):
C -6.288 -3.867 -5.420
H -5.987 -4.902 -5.273
H -7.120 -3.654 -4.751
C -5.124 -2.922 -5.140
C -5.518 -1.465 -5.372
C -4.339 -0.551 -5.045
C -4.696 0.920 -5.233
H -5.013 1.107 -6.257
H -3.834 1.545 -5.017
H -5.507 1.205 -4.565
C -3.875 -0.811 -3.611
N -3.505 -2.202 -3.452
C -4.627 -3.082 -3.703
H -4.298 -4.113 -3.544
H -5.464 -2.881 -3.006
C -2.822 -2.503 -2.206
C -1.591 -3.371 -2.485
H -1.884 -4.226 -3.094
C -0.532 -2.565 -3.238
N 0.073 -1.574 -2.383
C -0.087 -0.254 -2.542
O -0.674 0.270 -3.478
C 0.536 0.589 -1.468
C 0.505 1.933 -1.678
N 0.987 2.864 -0.834
C 1.554 2.468 0.356
C 2.052 3.401 1.279
C 2.607 2.977 2.466
C 2.683 1.621 2.754
C 2.209 0.691 1.867
C 1.632 1.094 0.660
C 1.122 0.057 -0.255
O 1.200 -1.137 0.028
H 2.269 -0.363 2.087
S 3.422 1.076 4.294
O 3.505 2.216 5.168
O 4.630 0.363 4.006
N 2.260 -0.036 4.784
C 1.179 0.582 5.528
H 1.040 1.604 5.181
H 0.265 0.006 5.351
C 1.624 0.494 6.989
H 0.791 0.562 7.685
H 2.325 1.306 7.184
C 2.342 -0.860 7.049
H 1.667 -1.637 7.409
H 3.208 -0.826 7.707
C 2.749 -1.146 5.588
H 3.827 -1.218 5.446
H 2.285 -2.065 5.219
H 2.988 3.679 3.191
H 2.005 4.457 1.072
C 0.904 4.262 -1.187
H 0.301 4.808 -0.458
H 1.900 4.707 -1.232
H 0.436 4.356 -2.164
H 0.053 2.283 -2.598
H 0.520 -1.887 -1.524
H -1.002 -2.042 -4.073
H 0.251 -3.230 -3.616
H -1.174 -3.738 -1.545
H -2.493 -1.573 -1.735
H -3.487 -3.015 -1.493
H -2.994 -0.199 -3.410
H -4.679 -0.517 -2.908
H -3.508 -0.802 -5.710
H -5.829 -1.320 -6.409
H -6.365 -1.211 -4.728
H -4.294 -3.167 -5.810
H -6.634 -3.751 -6.444

As for the calculated total energy: -51496.2166 eV. As for the structure (SMILES): C[C@@H]1C[C@H](C)CN(CCCNC(=O)c2cn(C)c3ccc(S(=O)(=O)N4CCCC4)cc3c2=O)C1. As for the energy above the lowest of the compared OMol25 structures with the same formula, charge and spin: 1.4 kcal/mol. The max |F| comes out at 0.023 Eh/bohr.

[2]
Entry from the Open Molecules 2025 dataset: a cluster of 2 separate species, C25H36N4O5S in total (ωB97M-V/def2-TZVPD).

Geometry (Å):
O -5.379 -5.754 -0.622
O 4.756 1.617 6.846
O 2.300 5.519 0.183
O -4.113 -2.849 -5.199
O 6.103 0.886 5.185
S -0.474 4.851 2.672
C -4.739 -5.387 -1.593
C 5.334 1.816 5.794
C 2.048 4.431 0.692
C -4.612 -3.372 -4.208
C -1.290 -4.332 -0.765
C -1.519 -3.465 -1.778
C 0.216 -0.015 -1.490
C 0.871 -0.252 -0.268
C -0.610 -0.999 -2.063
C 0.703 -1.482 0.391
C -0.792 -2.249 -1.432
C -0.115 -2.460 -0.194
N -0.466 -3.741 0.174
N -5.835 -3.922 -4.244
N 3.050 3.786 1.434
N -4.479 -4.087 -1.747
C -4.252 -6.426 -2.586
C -6.661 -3.997 -5.448
C 0.544 3.629 -1.159
C -0.451 4.788 0.836
C 5.196 3.186 5.137
C 2.887 2.475 2.076
C 4.400 4.367 1.532
C 3.329 2.537 3.539
C 4.828 4.463 2.996
C 0.659 3.843 0.357
C 4.761 3.083 3.664
C -2.356 -3.719 -2.996
C -3.847 -3.358 -2.866
H 6.065 0.112 5.768
H -1.431 5.782 2.879
H -1.692 -5.336 -0.705
H 0.357 0.922 -2.006
H 1.512 0.508 0.156
H -1.093 -0.812 -3.011
H 1.206 -1.679 1.326
H -0.154 -4.207 1.014
H -6.204 -4.306 -3.387
H -4.790 -3.522 -0.971
H -3.196 -6.617 -2.409
H -4.806 -7.349 -2.421
H -4.402 -6.098 -3.610
H -6.159 -4.607 -6.202
H -7.633 -4.438 -5.217
H -6.808 -2.996 -5.857
H -0.413 3.157 -1.407
H 0.606 4.583 -1.693
H 1.355 2.984 -1.512
H -0.293 5.794 0.433
H -1.423 4.434 0.479
H 6.166 3.685 5.198
H 4.475 3.789 5.699
H 3.489 1.735 1.536
H 1.859 2.118 2.074
H 4.467 5.369 1.096
H 5.103 3.736 0.979
H 2.637 3.181 4.094
H 3.267 1.534 3.971
H 4.172 5.167 3.519
H 5.849 4.855 3.048
H 0.498 2.879 0.831
H 5.447 2.410 3.137
H -1.930 -3.119 -3.801
H -2.241 -4.757 -3.297
H -3.858 -2.306 -2.579

As for the calculated total energy: -53544.6933 eV. As for the structure (SMILES): CNC(=O)[C@H](Cc1c[nH]c2ccccc12)NC(C)=O.C[C@H](CS)C(=O)N1CCC(CC(=O)O)CC1. As for the energy above the lowest of the compared OMol25 structures with the same formula, charge and spin: 0.0 kcal/mol. The max |F| comes out at 0.041 Eh/bohr.